[1]
Entry from OMol25: a 2-piece molecular cluster, C9H10N4OS overall at a distorted geometry (the ωB97M-V functional and the def2-TZVPD basis).

Kohn-Sham gap: 8.1 eV
HOMO energy: -8.66 eV
Net charge: 0

Each line ends with the Löwdin charge.
Positions of all 25 atoms, in Å:
C (-1.7509, 2.3091, 1.8143)  -0.05
C (-1.5756, 0.8925, 2.0449)  -0.07
C (-0.8220, 3.0336, 1.0454)  -0.01
C (-0.4240, 0.2867, 1.5535)  -0.03
C (2.2624, 1.9988, -0.0213)  -0.17
C (0.2922, 2.4102, 0.5786)  -0.24
C (0.5213, 1.0576, 0.8339)  -0.16
C (0.5533, -2.4637, -0.5806)  -0.27
C (2.4567, -0.4265, 0.4573)  -0.72
N (1.4364, 2.9695, -0.0053)  0.16
N (1.8451, 0.8101, 0.4638)  -0.05
N (-0.0990, -1.0226, -2.4372)  0.06
N (-0.2865, -1.7042, -1.1272)  -0.07
O (1.5713, -2.7618, -1.3969)  -0.03
S (3.9122, -0.9823, 0.2522)  0.74
H (-2.6725, 2.6898, 2.2585)  0.10
H (-2.1203, 0.4831, 2.8657)  0.09
H (-0.9201, 4.0207, 0.7880)  0.09
H (-0.1270, -0.6926, 1.8337)  0.09
H (3.2613, 1.9744, -0.4655)  0.14
H (1.5519, -1.1804, 0.5695)  0.05
H (0.1906, -1.7297, -3.1291)  0.07
H (0.8489, -0.6028, -2.2419)  0.08
H (-1.1065, -1.2993, -0.7124)  0.11
H (2.1840, -3.3481, -0.9794)  0.07

[2]
Entry from OMol25: C4H6N2OS as an isolated structure at a distorted geometry (the ωB97M-V functional and the def2-TZVPD basis).

Kohn-Sham gap: 8.4 eV
HOMO energy: -8.63 eV
Net charge: 0

Each line ends with the Löwdin charge.
Positions of all 14 atoms, in Å:
C (0.2189, -0.4072, -0.0280)  -0.60
C (-1.4571, 1.3462, -0.0148)  -0.26
C (-2.5291, 0.5571, 0.1664)  -0.08
C (-2.1764, -0.9368, 0.1316)  -0.21
H (3.6662, -0.5057, -0.0024)  -0.14
H (0.4366, 1.7681, 0.8486)  0.28
H (-1.6440, 2.4707, -0.3570)  0.15
H (-3.5862, 0.8028, 0.3234)  0.11
H (-2.5978, -1.3108, 1.2185)  0.16
H (-2.8401, -1.5635, -0.5797)  0.14
N (1.3403, -0.8856, 0.0486)  -0.29
N (-0.1336, 1.0030, -0.3583)  0.04
O (-0.8512, -1.2088, -0.2639)  -0.02
S (2.5369, 0.2394, 0.0811)  0.75

[3]
Entry from OMol25: a 6-piece molecular cluster, C31H70ClNO10S overall at a distorted geometry (the ωB97M-V functional and the def2-TZVPD basis).

Kohn-Sham gap: 8.0 eV
SMILES: COCCCCCC[C@]1(CCCCNC(C)=O)OCC[C@H]1CCCCS(=O)(=O)Cl.CCO.CCO.CCO.CCO.CCO
HOMO energy: -9.34 eV
Net charge: 0

Each line ends with the Löwdin charge.
Positions of all 114 atoms, in Å:
C (-4.9262, 1.2848, 5.7679)  -0.13
O (-5.0822, -0.1001, 5.4182)  -0.22
C (-5.1846, -0.2691, 3.9877)  -0.24
C (-5.7441, -1.7221, 3.5886)  -0.16
C (-4.7031, -2.9037, 3.8915)  -0.20
C (-4.1900, -3.6640, 2.5701)  -0.19
C (-2.7422, -3.0173, 2.2256)  -0.20
C (-2.2429, -3.6392, 0.8466)  -0.13
C (-1.0977, -2.7735, 0.1079)  -0.36
C (-1.8731, -1.4254, -0.2528)  -0.12
C (-1.6265, -0.8686, -1.7219)  -0.17
C (-2.7439, 0.2938, -1.9508)  -0.17
C (-2.1205, 1.7595, -1.7165)  -0.19
N (-2.8771, 2.4235, -0.5974)  -0.01
C (-1.9829, 3.2201, 0.2532)  -0.40
C (-2.2404, 3.1231, 1.8335)  0.00
O (-1.0950, 3.9501, -0.2254)  0.02
O (-0.4967, -3.5312, -0.9910)  -0.11
C (0.5436, -4.4180, -0.5184)  -0.18
C (0.8064, -4.1495, 1.0641)  -0.10
C (0.1602, -2.6758, 1.1144)  -0.21
C (1.2627, -1.6076, 0.6306)  -0.16
C (2.3886, -1.3716, 1.7340)  -0.18
C (1.9001, -0.5153, 2.9882)  -0.21
C (0.9973, 0.7434, 2.6133)  -0.25
S (1.8928, 2.0828, 1.7049)  0.47
O (3.3311, 2.1055, 2.2401)  -0.37
O (1.2931, 3.4088, 2.1269)  -0.40
Cl (1.8119, 1.9159, -0.3702)  0.42
H (-5.5510, 1.9929, 5.1237)  0.09
H (-3.8387, 1.6483, 5.7039)  0.09
H (-5.2444, 1.4229, 6.8510)  0.10
H (-5.9699, 0.4959, 3.6340)  0.12
H (-4.2157, -0.0231, 3.4445)  0.12
H (-6.0896, -1.7094, 2.5007)  0.11
H (-6.6840, -1.8805, 4.2246)  0.12
H (-3.8166, -2.5079, 4.5014)  0.11
H (-5.2455, -3.6712, 4.5285)  0.10
H (-4.9159, -3.4590, 1.7237)  0.10
H (-4.0658, -4.7822, 2.7034)  0.11
H (-2.0268, -3.2330, 3.0929)  0.12
H (-2.9117, -1.8950, 2.2132)  0.10
H (-1.8404, -4.6877, 1.0937)  0.12
H (-3.0715, -3.8078, 0.0792)  0.13
H (-2.9908, -1.6700, -0.1761)  0.12
H (-1.5876, -0.6338, 0.5268)  0.12
H (-0.5938, -0.3927, -1.8579)  0.09
H (-1.8442, -1.6619, -2.5080)  0.12
H (-3.5275, 0.1606, -1.1215)  0.10
H (-3.3059, 0.1785, -2.9283)  0.10
H (-1.0164, 1.6680, -1.4453)  0.09
H (-2.3021, 2.3556, -2.6655)  0.12
H (-3.6743, 2.9667, -0.9438)  0.13
H (-3.0972, 2.4074, 2.0272)  0.07
H (-1.2739, 2.8044, 2.3348)  0.06
H (-2.5179, 4.1685, 2.1863)  0.10
H (1.5942, -4.2675, -0.9439)  0.11
H (0.3938, -5.5380, -0.7034)  0.12
H (0.2420, -4.9695, 1.6122)  0.10
H (1.8825, -4.2437, 1.4251)  0.11
H (-0.0824, -2.5290, 2.2166)  0.13
H (0.7503, -0.6282, 0.3312)  0.07
H (1.7935, -2.0085, -0.3014)  0.11
H (3.2547, -0.8123, 1.2391)  0.11
H (2.7431, -2.3781, 2.1244)  0.11
H (2.8013, -0.2620, 3.6425)  0.12
H (1.2440, -1.1996, 3.6375)  0.12
H (0.6460, 1.2081, 3.6006)  0.13
H (0.0720, 0.3754, 2.0608)  0.09
C (1.9011, 7.3609, 0.6362)  -0.09
C (0.4772, 7.7707, 0.9574)  -0.32
O (-0.4261, 7.1842, 0.0290)  -0.09
H (2.1692, 7.6699, -0.3775)  0.07
H (2.6057, 7.8106, 1.3399)  0.07
H (2.0089, 6.2732, 0.6777)  0.07
H (0.3679, 8.8553, 0.8940)  0.11
H (0.1989, 7.4539, 1.9680)  0.11
H (-0.3306, 6.2233, 0.0970)  0.05
C (3.1026, -6.0305, -3.4625)  -0.09
C (1.8716, -6.9097, -3.5681)  -0.32
O (0.6915, -6.1225, -3.4562)  -0.09
H (3.1111, -5.4958, -2.5095)  0.06
H (4.0156, -6.6253, -3.5410)  0.07
H (3.1069, -5.2743, -4.2528)  0.07
H (1.8600, -7.6490, -2.7650)  0.11
H (1.8518, -7.4397, -4.5258)  0.11
H (0.7029, -5.4772, -4.1734)  0.08
C (2.4840, -1.3210, -4.7881)  -0.08
C (1.4521, -1.4923, -3.6904)  -0.31
O (1.9558, -0.9887, -2.4565)  -0.11
H (3.4078, -1.8451, -4.5307)  0.08
H (2.1112, -1.7096, -5.7387)  0.08
H (2.7410, -0.2655, -4.9167)  0.07
H (1.2140, -2.5486, -3.5499)  0.11
H (0.5282, -0.9603, -3.9374)  0.10
H (2.1563, -0.0527, -2.5832)  0.05
C (0.5952, 4.2812, -3.2701)  -0.09
C (1.9926, 4.0497, -3.8109)  -0.33
O (2.1411, 4.6703, -5.0830)  -0.08
H (-0.1538, 3.8813, -3.9587)  0.08
H (0.4687, 3.8041, -2.2969)  0.02
H (0.3930, 5.3509, -3.1653)  0.08
H (2.1831, 2.9808, -3.9345)  0.10
H (2.7469, 4.4585, -3.1303)  0.11
H (1.9813, 5.6147, -4.9662)  0.08
C (5.9948, 2.5657, -1.2058)  -0.09
C (6.0163, 1.0881, -0.8718)  -0.32
O (5.6980, 0.8955, 0.4994)  -0.10
H (6.7113, 3.1099, -0.5859)  0.08
H (6.2407, 2.7321, -2.2576)  0.07
H (5.0086, 2.9931, -1.0018)  0.06
H (7.0082, 0.6700, -1.0542)  0.11
H (5.2917, 0.5363, -1.4811)  0.10
H (4.8110, 1.2623, 0.6477)  0.03

Number 1: total energy -1041.28640 a.u.. Number 2: total energy -738.77371 a.u.. Number 3: total energy -2888.43002 a.u..